(1)
Formula: C3H11NOS2
Source: the OMol25 dataset
Level of theory: the ωB97M-V functional and the def2-TZVPD basis

Output
maximum force = 1.34 eV/A
HOMO-LUMO gap = 8.76 eV
energy above the lowest of the compared OMol25 structures with the same formula, charge and spin = 0.479 eV
lowest unoccupied orbital energy = 0.017 hartree
HOMO = -8.3 eV

```
18
Properties=species:S:1:pos:R:3:forces:R:3
C -0.05892 1.67632 -0.37021 0.4 -0.2 -0.7
C -0.43583 0.50569 0.54770 -0.1 -0.3 -0.1
N -1.43296 0.81730 1.56381 0.5 -0.4 0.4
C 0.78389 -0.12830 1.25864 -0.4 0.6 -1.2
S 1.81851 -1.20109 0.18857 -0.3 0.0 0.4
S 0.56079 -2.86838 0.33475 0.1 -0.5 -0.3
H 1.01792 1.83169 -0.43156 0.2 0.1 0.3
H -0.51195 2.62489 -0.08963 -0.1 -0.1 0.2
H -0.31518 1.47141 -1.41355 -0.3 0.0 0.1
H -0.87888 -0.29895 -0.04474 0.0 0.1 -0.2
H -2.32696 1.05205 1.16701 0.0 0.3 0.1
H -1.10058 1.46374 2.27362 -0.4 0.1 -0.4
H 0.35210 -0.64722 2.11085 0.7 -0.2 0.3
H 1.49554 0.66558 1.48688 0.0 -0.1 0.6
H 1.08522 -3.60813 -0.68365 -0.1 0.5 0.4
O -0.39573 -1.20451 -2.54659 0.2 0.3 -0.4
H 0.39939 -1.65115 -2.23214 -0.1 0.1 0.1
H -0.05636 -0.50094 -3.11974 -0.1 -0.2 0.2
```
Positions in Å, forces in eV/Å.

(2)
Formula: C21H20N3O2STb
Source: the OMol25 dataset
Level of theory: the ωB97M-V functional and the def2-TZVPD basis

Output
2S+1 = 7
maximum force = 1.39 eV/A
HOMO-LUMO gap (spin up / spin down) = 7.07 / 7.08 eV
<S²> = 12.708
energy above the lowest of the compared OMol25 structures with the same formula, charge and spin = 0.000 eV
lowest unoccupied orbital energy (spin up / spin down) = -0.249 / -0.249 hartree
HOMO (spin up / spin down) = -13.8 / -13.8 eV
net charge = +2

```
48
Properties=species:S:1:pos:R:3:forces:R:3
Tb 0.76499 -0.10916 0.55973 1.1 -0.3 0.8
C 0.94442 -1.32783 -3.84750 0.1 0.0 0.0
C 1.30314 -0.96490 -2.45325 0.3 -0.2 -0.1
N 0.56694 -0.28549 -1.65972 -0.7 0.2 -0.4
N -0.71448 0.13262 -2.03267 0.6 -0.2 -0.2
C -1.19588 0.96441 -1.16153 -0.2 0.5 0.3
O -0.50855 1.37668 -0.07535 -0.5 0.2 -0.9
C -2.56576 1.46784 -1.32890 0.2 -0.1 0.0
C -3.02256 2.51057 -0.52769 -0.1 0.1 0.0
C -4.31236 2.99183 -0.69149 0.0 0.0 0.0
C -5.14361 2.42786 -1.64900 0.0 0.0 -0.1
C -4.68960 1.38664 -2.45180 0.0 0.0 0.0
C -3.40186 0.90675 -2.29655 -0.1 0.0 0.0
C 2.61032 -1.37940 -1.84395 -0.4 0.1 -0.3
C 3.58769 -1.98794 -2.59709 0.2 -0.1 0.1
C 4.79174 -2.33256 -1.98416 0.0 0.0 -0.2
C 4.96741 -2.06222 -0.64346 -0.1 0.1 0.1
C 3.92702 -1.45606 0.04666 0.2 -0.1 0.0
N 2.77289 -1.11625 -0.52611 -0.1 0.0 0.0
H -0.07154 -1.02073 -4.06948 0.0 0.0 0.0
H 1.04883 -2.40364 -3.99803 0.0 0.0 0.0
H 1.62454 -0.82831 -4.54280 0.0 0.0 0.0
H -2.36290 2.96249 0.20084 0.0 0.0 0.0
H -4.67116 3.81370 -0.08667 0.0 0.0 0.0
H -6.15002 2.80478 -1.77741 0.0 0.0 0.0
H -5.33874 0.95370 -3.20080 0.0 0.0 0.0
H -3.04308 0.09965 -2.91891 0.0 0.0 0.0
H 3.42372 -2.18633 -3.64601 0.0 0.0 0.0
H 5.57832 -2.80574 -2.55706 0.0 0.0 0.0
H 5.88386 -2.31275 -0.12890 0.0 0.0 0.0
H 4.03632 -1.24079 1.10353 0.0 0.0 0.0
C -2.43326 -1.49568 3.41188 0.1 -0.1 0.0
S -1.84421 -0.32834 2.20319 -0.1 -0.3 -0.4
O -1.11634 -1.19747 1.11860 -0.4 0.3 0.6
C -0.38080 0.33292 2.98670 0.1 -0.2 0.3
C 0.61962 -0.59148 3.31811 -0.1 -0.1 0.3
C 1.92006 -0.15461 3.48895 0.1 0.1 0.0
C 2.22445 1.20371 3.32245 0.0 -0.1 0.0
C 1.21826 2.11852 3.04489 0.0 0.0 0.0
C -0.10117 1.68573 2.88048 0.0 0.1 -0.2
H -1.80807 -2.38674 3.37265 0.0 0.0 0.0
H -3.46155 -1.73591 3.15068 0.0 0.0 0.0
H -2.38577 -1.01938 4.39139 -0.1 0.0 0.0
H 0.38564 -1.64602 3.39583 0.0 0.0 0.0
H 2.69522 -0.86240 3.75381 0.0 0.0 0.0
H 3.24609 1.54574 3.42654 0.0 0.0 0.0
H 1.45640 3.16782 2.93092 0.0 0.0 0.0
H -0.87463 2.38417 2.58848 0.0 0.0 0.0
```
Positions in Å, forces in eV/Å.

(3)
Formula: C6H13NO
Source: the OMol25 dataset
Level of theory: the ωB97M-V functional and the def2-TZVPD basis

Output
maximum force = 5.77 eV/A
HOMO-LUMO gap = 7.37 eV
energy above the lowest of the compared OMol25 structures with the same formula, charge and spin = 5.219 eV
lowest unoccupied orbital energy = -0.067 hartree
HOMO = -9.2 eV

```
21
Properties=species:S:1:pos:R:3:forces:R:3
O -0.21532 0.83038 1.57539 -0.2 1.2 -0.4
C -0.92303 -0.02401 1.04946 3.4 -4.0 2.5
C -2.28685 0.70105 0.08839 -2.8 2.9 -2.9
C -0.29765 -1.08904 0.10515 0.6 0.5 -0.8
C 0.52257 -0.53520 -1.07127 0.0 0.8 0.8
C 1.63409 0.47192 -0.71913 -0.3 0.5 1.5
C 2.53312 0.18135 0.51342 0.1 -0.2 -1.0
N -2.74092 -0.05296 -0.87373 -0.2 0.4 0.4
H -1.42534 -0.64902 1.82723 -1.5 0.5 -0.4
H -1.68980 1.50918 -0.35214 1.1 -0.6 0.5
H -1.04762 -1.78780 -0.26864 -0.4 0.3 0.0
H 0.31218 -1.70412 0.76529 0.3 0.2 0.3
H -0.20951 0.05211 -1.63135 0.2 -0.4 -0.7
H 0.96444 -1.33042 -1.64612 -0.2 -0.5 -0.5
H 2.19781 0.75457 -1.60974 0.0 -0.1 0.1
H 1.12511 1.34915 -0.31121 -0.1 0.2 -0.8
H 1.95027 -0.39902 1.22229 0.3 0.2 0.3
H 3.46770 -0.32951 0.28724 0.0 -0.3 -0.1
H 2.82329 1.14414 0.92790 -0.1 -0.1 0.3
H -3.72253 -0.24460 -0.68780 -0.1 -0.9 0.3
H -2.97200 1.15186 0.80937 0.0 -0.6 0.5
```
Positions in Å, forces in eV/Å.

(4)
Formula: C3H2BrFO
Source: the OMol25 dataset
Level of theory: the ωB97M-V functional and the def2-TZVPD basis

Output
maximum force = 1.63 eV/A
HOMO-LUMO gap = 11.44 eV
energy above the lowest of the compared OMol25 structures with the same formula, charge and spin = 2.436 eV
lowest unoccupied orbital energy = 0.020 hartree
HOMO = -10.9 eV

```
8
Properties=species:S:1:pos:R:3:forces:R:3
C 1.27614 1.14915 0.65681 -0.5 -0.1 -1.4
C 0.67345 0.97462 -0.36243 -1.6 -0.4 0.2
C 1.61886 -2.37049 0.14119 0.0 -0.1 0.1
O 1.76655 -2.75046 1.18974 0.0 0.1 -0.1
F -0.30335 0.70504 -1.18367 1.2 0.2 0.2
Br -3.14492 -2.14384 -1.59001 1.0 0.2 0.0
H 1.82951 1.47469 1.46476 0.9 0.2 1.0
H -1.71067 -1.87372 -1.65938 -1.0 -0.2 0.0
```
Positions in Å, forces in eV/Å.

(5)
Formula: C43H44Cl2F3GeLiN2O2P2Se
Source: the OMol25 dataset
Level of theory: the ωB97M-V functional and the def2-TZVPD basis

Output
maximum force = 0.20 eV/A
HOMO-LUMO gap = 7.69 eV
energy above the lowest of the compared OMol25 structures with the same formula, charge and spin = 0.073 eV
lowest unoccupied orbital energy = 0.006 hartree
HOMO = -7.5 eV

```
101
Properties=species:S:1:pos:R:3:forces:R:3
Li 0.07071 0.54111 1.48793 0.1 -0.1 -0.1
Cl -4.32063 -3.49145 5.09197 0.0 0.0 0.0
C -2.96390 -2.75972 4.28160 0.0 0.0 0.0
C -1.96180 -3.58492 3.74622 0.0 0.0 0.0
C -0.89402 -3.03325 3.10085 0.0 0.0 0.0
Cl 0.33309 -4.07576 2.45330 0.0 0.0 0.0
C -0.73941 -1.61657 2.88698 0.0 0.1 0.0
O 0.22688 -1.15306 2.21442 -0.1 -0.1 0.1
C -1.77355 -0.81644 3.49085 0.1 0.0 0.0
C -1.74278 0.62717 3.48573 0.0 -0.1 0.0
O -0.95084 1.35710 2.89323 0.0 0.0 0.0
C -2.85620 -1.40590 4.17532 0.0 0.0 0.0
H -2.03717 -4.65944 3.84524 0.0 0.0 0.0
H -2.53375 1.10035 4.09494 0.0 0.0 0.0
H -3.61216 -0.76286 4.61213 0.0 0.0 0.0
C -3.06867 0.44104 -2.50325 0.1 0.0 0.0
N -1.97871 0.52039 -1.53170 0.0 0.0 0.0
P -0.45198 1.19811 -1.88474 -0.2 0.0 0.1
C -0.88346 2.90991 -2.37832 0.0 0.0 0.0
C -1.38303 3.30896 -3.61755 0.0 0.0 0.0
C -1.76832 4.62440 -3.83086 0.0 0.0 0.0
C -1.66023 5.55732 -2.80787 0.0 0.0 0.0
C -1.15679 5.17610 -1.57244 0.0 0.0 0.0
C -0.76577 3.86122 -1.36382 0.0 0.0 0.0
C -0.02042 0.39880 -3.46643 0.0 0.0 0.0
C 0.78487 1.03373 -4.41296 0.0 0.0 0.0
C 1.25325 0.34099 -5.52030 0.0 0.0 0.0
C 0.93077 -0.99811 -5.69202 0.0 0.0 0.0
C 0.14058 -1.64151 -4.74945 0.0 0.0 0.0
C -0.32845 -0.94989 -3.64262 0.0 0.0 0.0
P -2.17947 -0.06920 0.05897 -0.1 0.0 -0.1
C -2.79622 -1.76396 -0.21829 0.0 0.0 0.0
C -1.85116 -2.78169 -0.09805 0.0 0.0 0.0
C -2.19988 -4.10136 -0.35300 0.0 0.0 0.0
C -3.49741 -4.41418 -0.72755 0.0 0.0 0.0
C -4.44719 -3.40658 -0.85185 0.0 0.0 0.0
C -4.09870 -2.08925 -0.59958 0.0 0.0 0.0
C -3.67948 0.81040 0.63030 0.1 0.1 0.0
C -3.85850 2.14650 0.27045 0.0 0.0 0.0
C -4.89613 2.89159 0.80908 0.0 0.0 0.0
C -5.76510 2.31610 1.72667 0.0 0.0 0.0
C -5.58927 0.99149 2.10016 0.0 0.0 0.0
C -4.55319 0.24447 1.55682 0.0 -0.1 0.0
H -2.82262 1.02850 -3.38548 0.0 0.0 0.0
H -3.99148 0.84046 -2.07774 0.0 0.0 0.0
H -3.24722 -0.59153 -2.81202 0.0 0.0 0.0
H -1.46613 2.59072 -4.42385 0.0 0.0 0.0
H -2.15621 4.92210 -4.79679 0.0 0.0 0.0
H -1.96228 6.58298 -2.97780 0.0 0.0 0.0
H -1.06255 5.90054 -0.77361 0.0 0.0 0.0
H -0.36591 3.56339 -0.39946 0.0 0.0 0.0
H 1.05340 2.07650 -4.28715 0.0 0.0 0.0
H 1.87412 0.84899 -6.24739 0.0 0.0 0.0
H 1.29756 -1.53940 -6.55471 0.0 0.0 0.0
H -0.10736 -2.68842 -4.87064 0.0 0.0 0.0
H -0.92414 -1.46679 -2.89870 0.0 0.0 0.0
H -0.83510 -2.54055 0.19558 0.0 0.0 0.0
H -1.45464 -4.87941 -0.24582 0.0 0.0 0.0
H -3.77513 -5.44313 -0.91874 0.0 0.0 0.0
H -5.46137 -3.64906 -1.14347 0.0 0.0 0.0
H -4.84679 -1.31100 -0.69204 0.0 0.0 0.0
H -3.18023 2.60862 -0.43879 0.0 0.0 0.0
H -5.02378 3.92531 0.51277 0.0 0.0 0.0
H -6.57556 2.89713 2.14779 0.0 0.0 0.0
H -6.26136 0.53328 2.81511 0.0 0.0 0.0
H -4.42422 -0.78796 1.86137 0.0 0.0 0.0
F 6.18586 3.23415 2.98625 0.0 0.0 0.0
C 5.64551 3.46146 1.78042 0.0 0.0 0.0
F 5.56983 4.79559 1.62356 0.0 0.0 0.0
F 6.50510 3.00368 0.85791 0.0 0.0 0.0
C 4.28874 2.82342 1.64250 0.0 0.0 0.0
C 3.80690 2.49232 0.38681 0.0 0.0 0.0
C 2.55274 1.91393 0.30048 0.0 0.0 0.0
N 1.78820 1.68042 1.36687 0.0 0.0 0.0
C 2.25698 2.01756 2.56676 0.0 0.0 0.0
C 3.50510 2.58936 2.75769 0.0 0.0 0.0
H 4.39856 2.65716 -0.50266 0.0 0.0 0.0
H 2.13795 1.61196 -0.65244 0.0 0.0 0.0
H 1.60582 1.80981 3.40762 0.0 0.0 0.0
H 3.85375 2.82856 3.75192 0.0 0.0 0.0
C 5.66358 -3.62531 1.96835 0.0 0.0 0.0
Ge 4.43657 -2.21149 1.38991 0.0 0.0 0.0
C 3.54740 -1.42484 2.93704 0.0 0.0 0.0
C 5.43726 -0.85079 0.39843 0.0 0.0 0.0
C 3.06961 -2.98704 0.20463 0.1 0.0 0.0
Se 1.93937 -1.62974 -0.64118 0.0 0.0 0.0
C 2.97111 -1.50410 -2.28425 0.0 0.0 0.0
H 6.42148 -3.22278 2.64197 0.0 0.0 0.0
H 6.17112 -4.07667 1.11478 0.0 0.0 0.0
H 5.11895 -4.40825 2.49792 0.0 0.0 0.0
H 4.19958 -0.70751 3.43818 0.0 0.0 0.0
H 3.27468 -2.20375 3.65042 0.0 0.0 0.0
H 2.62805 -0.92807 2.62646 0.0 0.0 0.0
H 6.14392 -0.33666 1.05206 0.0 0.0 0.0
H 4.74766 -0.11003 -0.01017 0.0 0.0 0.0
H 5.99795 -1.29999 -0.42288 0.0 0.0 0.0
H 2.40717 -3.63583 0.77228 0.0 0.0 0.0
H 3.50641 -3.58056 -0.59970 0.0 0.0 0.0
H 3.99576 -1.20935 -2.06483 0.0 0.0 0.0
H 2.50392 -0.75133 -2.91497 0.0 0.0 0.0
H 2.96001 -2.45874 -2.80707 0.0 0.0 0.0
```
Positions in Å, forces in eV/Å.

(6)
Formula: C23H26N2O5P3S
Source: the OMol25 dataset
Level of theory: the ωB97M-V functional and the def2-TZVPD basis

Output
maximum force = 4.80 eV/A
HOMO-LUMO gap = 6.17 eV
lowest unoccupied orbital energy = -0.188 hartree
HOMO = -11.3 eV
net charge = +1

```
60
Properties=species:S:1:pos:R:3:forces:R:3
C -3.31223 -1.55730 -3.38372 0.9 0.3 0.4
C -1.90092 -2.02463 -2.84134 0.0 0.6 -0.3
P -0.55382 -1.09229 -3.79954 -0.5 -0.8 0.2
C -0.25433 -2.22167 -5.29991 0.7 0.2 -0.4
C 0.39580 -1.37221 -6.49143 -0.4 -0.1 0.9
C 1.00343 -1.40601 -2.75539 -0.9 -0.2 -2.3
C 2.26797 -1.44832 -3.51752 2.1 -0.9 4.2
C 3.42926 -1.73442 -2.64835 -4.3 0.7 -0.9
C 3.05573 -1.90776 -1.25361 2.5 -0.4 0.8
C 4.23932 -2.26130 -0.27512 0.5 0.6 -0.6
P 4.31547 -4.11229 -0.08700 -1.4 -2.3 -1.5
O 3.00874 -4.67968 -0.53323 0.8 1.1 1.0
O 4.75884 -4.59135 1.42163 0.8 0.9 -2.6
O 5.43601 -4.64688 -1.19403 -0.5 1.1 1.6
N 1.82411 -1.80262 -0.69586 2.8 0.2 -1.9
P 1.47439 -2.02580 1.07953 -3.5 -0.2 1.0
S -0.33233 -2.68487 1.22373 0.9 0.0 0.1
N 0.77242 -1.54647 -1.45291 0.7 0.0 -0.9
H -4.08385 -2.12521 -2.80923 0.4 0.6 -0.8
H -3.38551 -0.45706 -3.17633 -0.2 -1.0 -0.1
H -3.40059 -1.68351 -4.49010 -0.1 -0.2 0.9
H -1.76833 -3.13069 -2.93919 0.0 0.9 0.3
H -1.80320 -1.66282 -1.78449 -0.1 -0.7 -0.8
H 0.42638 -3.05451 -4.99278 -0.7 0.4 -0.3
H -1.22208 -2.66146 -5.65842 0.8 0.4 0.7
H -0.15904 -1.57489 -7.43452 0.6 0.2 0.6
H 0.27221 -0.29271 -6.19929 0.3 -0.9 -0.7
H 1.48604 -1.61270 -6.61921 -1.1 0.3 0.0
H 2.37423 -1.29698 -4.60908 -0.4 -0.1 0.9
H 4.46295 -1.80659 -3.04648 -0.8 0.0 0.7
H 5.19595 -1.95314 -0.78271 -0.9 -0.2 0.5
H 4.20752 -1.68753 0.68073 -0.1 -0.6 -0.6
H 5.65813 -4.97977 1.33050 -0.5 0.1 0.5
H 4.95337 -5.04335 -1.94556 0.1 0.0 0.6
H 1.45555 -0.68209 1.58186 1.0 -0.5 -0.5
H 2.45197 -2.83881 1.70581 0.2 0.6 -0.7
C -1.76071 1.17125 0.47886 0.0 0.1 0.1
C -1.38725 2.39177 -0.07894 0.0 0.0 0.1
C -1.29310 3.52171 0.71982 0.0 -0.1 -0.2
C -1.58355 3.43955 2.07840 -0.1 -0.2 -0.1
C -1.98105 2.22258 2.63299 0.1 0.1 -0.2
C -2.05782 1.08646 1.83221 0.0 -0.2 -0.2
C -2.34192 2.12998 4.07182 -0.2 -0.5 0.4
O -2.68395 1.06827 4.55436 0.1 0.1 -0.1
C -2.28463 3.35714 4.90345 0.0 0.2 0.0
C -2.67384 3.30043 6.23860 0.0 0.1 0.2
C -2.61153 4.43919 7.02820 0.0 0.0 -0.1
C -2.15134 5.63804 6.49017 0.0 -0.1 -0.1
C -1.76746 5.70135 5.15894 0.0 0.1 0.2
C -1.84171 4.56472 4.35917 -0.1 -0.1 0.2
C -1.46205 4.65275 2.92778 0.2 0.6 -0.1
O -1.06358 5.69847 2.45419 0.0 -0.2 0.0
H -1.82490 0.28633 -0.14520 0.0 0.0 0.1
H -1.16765 2.45991 -1.13862 0.0 0.0 0.0
H -0.99740 4.46812 0.28302 0.0 0.0 0.2
H -2.35326 0.13585 2.26056 0.0 0.1 0.1
H -3.02974 2.36946 6.66321 0.1 0.0 -0.2
H -2.91996 4.39393 8.06597 0.0 0.0 -0.1
H -2.09660 6.52497 7.11024 0.0 0.0 0.0
H -1.41458 6.63745 4.74334 0.0 -0.1 -0.1
```
Positions in Å, forces in eV/Å.

no.,M (g/mol)
1,141.3
2,537.4
3,115.2
4,152.9
5,969.2
6,535.5